1.
{"formula": "C5H9O4", "method": "the ωB97M-V functional and the def2-TZVPD basis", "molar_mass_g_mol": 133.1, "orbital_gap_ev": 4.81, "relative_energy_ev": 1.243, "charge": -1, "e_tot_ev": -13519.916, "e_homo_ev": -1.83, "symbols": ["C", "O", "H", "H", "H", "C", "C", "C", "O", "C", "O", "O", "H", "H", "H", "H", "H", "H"], "positions_angstrom": [[-8.2336, -10.5099, -34.7739], [-8.3765, -10.5247, -36.1305], [-9.1203, -10.8887, -34.2043], [-7.3242, -11.0688, -34.4549], [-8.1180, -9.4758, -34.3612], [-7.1884, -11.7527, -30.5277], [-6.1766, -12.6429, -31.2357], [-6.6422, -13.2785, -32.5454], [-5.5861, -12.9531, -33.4676], [-4.6834, -12.1674, -32.8712], [-3.6786, -11.7535, -33.3574], [-5.0390, -11.8731, -31.5869], [-8.2202, -12.1001, -30.6172], [-7.1163, -10.6758, -30.6813], [-7.0677, -11.7583, -29.4311], [-5.9477, -13.4509, -30.5335], [-7.5434, -12.7781, -32.9075], [-6.8273, -14.3449, -32.4617]], "forces_ev_per_angstrom": [[-0.10, 0.52, -1.44], [-0.15, -0.11, 0.64], [-0.02, -0.40, 0.21], [0.02, -0.14, 0.48], [0.20, 0.10, 0.23], [-0.48, 0.25, 1.60], [-0.95, 0.14, 0.72], [-0.40, 1.27, -0.38], [0.03, -0.64, 0.35], [0.42, 0.42, 0.18], [-0.15, -0.15, -0.17], [0.10, -0.63, -0.21], [0.05, 0.10, -0.58], [-0.03, -0.19, -1.04], [0.43, -0.47, -0.17], [0.66, 0.14, -0.04], [0.01, -0.10, -0.14], [0.36, -0.12, -0.22]]}

***

2.
{"formula": "C22H48O18", "method": "the ωB97M-V functional and the def2-TZVPD basis", "molar_mass_g_mol": 600.6, "orbital_gap_ev": 10.27, "relative_energy_ev": 2.831, "charge": 0, "e_tot_ev": -60443.037, "e_homo_ev": -10.45, "symbols": ["C", "O", "H", "H", "H", "H", "C", "O", "H", "H", "H", "H", "C", "O", "H", "H", "H", "H", "C", "O", "H", "H", "H", "H", "C", "O", "H", "H", "H", "H", "C", "O", "H", "H", "H", "H", "C", "C", "C", "O", "C", "O", "O", "H", "H", "H", "H", "H", "H", "C", "C", "C", "O", "C", "O", "O", "H", "H", "H", "H", "H", "H", "C", "C", "C", "O", "C", "O", "O", "H", "H", "H", "H", "H", "H", "C", "C", "C", "O", "C", "O", "O", "H", "H", "H", "H", "H", "H"], "positions_angstrom": [[-4.4022, -2.9099, 4.7033], [-4.0591, -1.5212, 4.7359], [-3.9851, -3.5062, 5.5149], [-5.4892, -2.9804, 4.7435], [-3.9962, -3.3879, 3.8118], [-4.3854, -1.1932, 5.5770], [-8.3585, -1.6611, -0.3903], [-8.0975, -3.0803, -0.4856], [-8.2170, -1.1697, 0.5723], [-7.7639, -1.1141, -1.1220], [-9.3427, -1.3436, -0.7348], [-8.5128, -3.5539, 0.2388], [1.2297, 3.3883, 7.5321], [2.3308, 4.2819, 7.5313], [0.8070, 3.5126, 8.5291], [0.4954, 3.7952, 6.8369], [1.5036, 2.3482, 7.3551], [2.9813, 4.0398, 6.8682], [-3.4066, -4.0635, -4.3603], [-3.5435, -4.1444, -2.9172], [-4.0000, -4.8717, -4.7878], [-3.7483, -3.0704, -4.6522], [-2.3530, -4.1110, -4.6357], [-4.4314, -3.8079, -2.7757], [-0.7893, 2.3204, -6.1496], [-0.4441, 3.5669, -6.7560], [-1.4021, 1.7130, -6.8156], [0.1074, 1.8287, -5.7724], [-1.4167, 2.5273, -5.2826], [-1.2539, 4.0736, -6.8512], [-0.8284, 0.1727, 0.1463], [-0.6707, 1.0254, 1.2110], [0.0226, 0.2070, -0.5339], [-0.9766, -0.8534, 0.4828], [-1.7797, 0.3819, -0.3431], [-1.2521, 0.7158, 1.9094], [3.5444, 6.8725, -1.8775], [4.6517, 6.2156, -1.0897], [4.4837, 4.7392, -0.7726], [5.7298, 4.2125, -1.1145], [6.4347, 5.0476, -1.8881], [7.4536, 4.6621, -2.4774], [5.8406, 6.2704, -1.8527], [3.1784, 6.3894, -2.7834], [3.7853, 7.9245, -2.0306], [2.6900, 6.8865, -1.2009], [4.7617, 6.7680, -0.1565], [3.6782, 4.3085, -1.3674], [4.1981, 4.5025, 0.2524], [-5.7367, 5.7727, 0.5115], [-4.6885, 5.9317, 1.6239], [-3.5560, 6.7778, 1.1365], [-3.4220, 7.8398, 2.0795], [-4.3831, 7.8115, 3.0095], [-4.5227, 8.5894, 3.9224], [-5.1479, 6.7614, 2.7616], [-5.6322, 4.9497, -0.1956], [-5.7728, 6.6758, -0.0978], [-6.7359, 5.7902, 0.9467], [-4.4320, 4.9554, 2.0354], [-3.7547, 7.1499, 0.1314], [-2.6548, 6.1677, 1.0750], [2.6612, -4.9726, 3.6216], [2.8713, -6.2664, 4.3874], [1.6911, -7.0779, 4.7731], [2.0348, -8.4244, 4.5674], [3.0855, -8.4537, 3.7503], [3.5078, -9.3929, 3.0747], [3.5461, -7.1801, 3.5614], [2.2488, -5.2528, 2.6523], [3.6006, -4.4650, 3.4026], [2.0008, -4.2487, 4.0990], [3.3954, -6.0898, 5.3267], [0.8237, -6.9198, 4.1322], [1.5130, -6.8569, 5.8255], [5.3537, -4.4675, -3.5650], [5.4564, -4.3315, -5.0434], [5.6401, -5.6214, -5.7903], [4.6247, -5.6859, -6.7526], [3.8363, -4.5867, -6.5754], [2.8357, -4.3091, -7.2518], [4.2548, -3.8761, -5.5634], [4.6475, -5.2276, -3.2310], [4.9999, -3.5619, -3.0723], [6.3678, -4.6539, -3.2114], [6.2111, -3.5845, -5.2893], [5.6072, -6.4494, -5.0823], [6.6222, -5.5710, -6.2604]], "forces_ev_per_angstrom": [[-0.15, 0.07, 0.00], [0.31, -0.57, 0.03], [0.09, 0.29, 0.41], [-0.05, -0.41, -0.22], [-0.24, 0.44, -0.25], [0.05, 0.19, 0.01], [-0.28, 0.18, -0.70], [0.03, 1.32, 0.00], [0.30, -0.54, 0.28], [0.70, -0.50, 0.12], [-0.60, -0.67, 0.21], [-0.14, 0.22, 0.08], [-0.06, 1.01, 0.36], [0.66, 0.02, 0.10], [-0.12, -0.41, 0.00], [-0.22, -0.59, -0.27], [-0.11, 0.04, -0.12], [-0.14, -0.08, -0.08], [-0.04, 0.30, 1.08], [0.20, 0.12, -0.74], [0.19, 0.16, -0.46], [-0.21, -0.12, -0.47], [-0.10, -0.36, 0.15], [-0.05, -0.09, 0.45], [-0.61, 0.76, 0.40], [0.27, -0.29, 0.00], [0.40, -0.34, -0.15], [-0.03, -0.03, -0.48], [-0.05, -0.13, 0.29], [0.02, 0.03, -0.06], [-1.01, -1.34, -0.82], [0.54, 1.05, 1.36], [-0.15, 0.20, 0.05], [0.45, -0.35, 0.01], [0.10, 0.25, -0.73], [0.05, 0.18, 0.13], [-0.77, 0.30, 0.92], [-0.84, 0.40, -0.02], [-1.09, 0.24, -0.10], [0.34, -1.33, 0.18], [2.51, -1.16, -1.20], [-3.16, 2.05, 1.64], [1.53, -0.54, -0.69], [0.60, -0.12, -0.08], [0.08, -0.12, -0.35], [-0.28, 0.05, 0.06], [0.42, 0.22, -0.06], [0.15, -0.22, -0.44], [0.52, 0.21, 0.14], [-0.95, 1.12, 0.54], [-1.12, 0.50, 0.20], [1.13, -0.32, -0.20], [1.24, 0.57, -0.63], [0.06, 0.60, 0.70], [0.26, -1.00, -1.36], [-1.76, -1.74, -0.36], [0.30, -0.24, 0.51], [0.30, 0.14, -0.06], [-0.06, -0.64, 0.13], [0.22, 0.20, 0.10], [0.04, 0.40, 0.21], [0.35, 0.41, 0.22], [-0.10, -0.25, -0.45], [0.38, 0.72, 0.20], [-1.90, 0.77, 0.52], [0.61, -1.00, 0.50], [1.30, -1.40, -3.34], [-1.18, 2.23, 2.56], [1.20, -0.83, -0.36], [-0.23, 0.13, -0.04], [0.11, -0.15, 0.24], [-0.05, -0.23, 0.20], [0.76, 0.09, -0.19], [-0.23, 0.42, 0.24], [-0.67, -0.50, -0.09], [0.17, 0.22, 0.91], [0.23, 0.45, 0.48], [1.85, -0.58, 0.44], [-0.69, 0.61, -0.22], [-3.53, -0.08, -2.88], [3.08, -1.05, 1.86], [-1.37, 1.69, 0.21], [0.23, -0.36, -0.26], [0.20, 0.28, -0.28], [-0.11, -0.29, 0.38], [0.17, -0.04, -0.05], [-0.17, -0.30, -0.33], [-0.08, -0.54, -0.27]]}